(1)
Formula: CrN4O12
Source: the Open Molecules 2025 dataset
Level of theory: ωB97M-V/def2-TZVPD

Calculated total energy (eV): -58936.441
LUMO energy (spin up / spin down) (eV): 5.6 / 5.5
Orbital gap (spin up / spin down) (eV): 6.4 / 7.9
Spin multiplicity: 5
ΔE to the lowest compared entry with this formula, charge and spin (eV): 2.959
HOMO (spin up / spin down) (eV): -0.7 / -2.4
Molecular weight (g/mol): 300.01
Net charge: -2

Element x y z (Å)
Cr  3.99774  -10.81647  -2.50145
N  2.23506  -9.87762  -0.83001
O  1.85196  -8.88240  -1.29853
O  2.70003  -9.95732  0.28246
O  2.18847  -11.11055  -1.60690
N  6.18874  -12.75697  -3.73624
O  6.79757  -12.18266  -4.54556
O  4.84509  -12.49942  -3.57587
O  6.65519  -13.57614  -2.98731
N  4.36809  -8.72084  -4.38565
O  5.28372  -9.44627  -4.79184
O  3.79286  -9.07145  -3.27270
O  4.02796  -7.74692  -5.10139
N  3.89658  -13.45998  0.45765
O  3.13856  -12.59188  0.59167
O  5.35888  -10.28409  -1.32567
O  4.68466  -14.19290  0.08040

Forces on atoms 1 to 2 (eV/Å):
4.1815 -0.1409 2.4452
1.1162 -4.0329 0.5878

=====

(2)
Formula: C3H5N
Source: the Open Molecules 2025 dataset
Level of theory: ωB97M-V/def2-TZVPD

Calculated total energy (eV): -4677.374
LUMO energy (eV): 0.2
Orbital gap (eV): 9.9
ΔE to the lowest compared entry with this formula, charge and spin (eV): 4.483
HOMO (eV): -9.7
Molecular weight (g/mol): 55.08

Element x y z (Å)
C  -0.58212  -0.01405  -0.14551
C  0.55251  -0.90481  -0.00046
C  0.68116  0.64025  0.00424
N  -2.16429  -0.10746  -0.02864
H  0.66096  -1.34609  0.93257
H  0.85267  -1.22644  -0.93475
H  1.51271  0.99156  -0.68809
H  0.82468  1.08556  0.90119
H  -2.33828  0.88148  -0.04056

Forces on atoms 1 to 2 (eV/Å):
-9.0679 -1.3461 0.1841
-1.4705 2.3111 0.3728

=====

(3)
Formula: C18H57N3O9
Source: the Open Molecules 2025 dataset
Level of theory: ωB97M-V/def2-TZVPD

Calculated total energy (eV): -42474.513
LUMO energy (spin up / spin down) (eV): -2.6 / -8.7
Orbital gap (spin up / spin down) (eV): 9.1 / 2.9
Spin multiplicity: 2
ΔE to the lowest compared entry with this formula, charge and spin (eV): 0.000
HOMO (spin up / spin down) (eV): -11.6 / -11.6
Molecular weight (g/mol): 459.67
Net charge: +1

Element x y z (Å)
O  1.31723  -2.39938  3.89199
H  1.62827  -2.64860  4.76227
H  1.93399  -2.81417  3.28883
O  -0.46756  1.75572  1.55320
H  -0.65946  1.07546  0.90771
H  -1.20562  2.36191  1.48966
O  1.18826  0.29714  3.65506
H  0.66086  0.27162  2.85667
H  1.27083  -0.61966  3.91755
C  2.24802  -2.41588  -3.00672
C  2.94523  -1.15801  -2.43854
O  2.13876  -0.67775  -1.47419
H  1.22933  -2.11253  -3.24829
H  2.27916  -3.21503  -2.26613
H  2.74748  -2.75948  -3.91257
H  3.13484  -0.39603  -3.19453
H  3.91387  -1.38831  -1.99490
H  2.65321  -0.26888  -0.77436
C  -0.21469  -2.71241  0.21028
C  -0.31355  -1.39376  0.97289
O  -0.47453  -0.41656  -0.05728
H  0.11109  -3.36250  1.02228
H  0.63615  -2.73618  -0.47061
H  -1.17449  -3.00517  -0.21535
H  0.43782  -1.22448  1.74418
H  -1.24169  -1.47355  1.53883
H  0.28583  -0.44066  -0.64285
C  -5.57042  -3.94654  -1.09944
C  -5.05436  -2.54635  -0.92674
O  -5.64489  -1.76507  -1.88892
H  -6.60411  -4.04619  -0.76831
H  -4.91086  -4.50751  -0.43732
H  -5.36068  -4.28153  -2.11526
H  -3.96741  -2.57442  -1.00323
H  -5.28477  -2.16673  0.06870
H  -6.43784  -2.15621  -2.26287
C  1.37866  5.80898  -1.44971
C  0.86147  4.70070  -0.54825
C  1.15087  3.27205  -1.06783
O  0.15860  3.06794  -2.07073
C  0.10879  1.86824  -2.80564
N  1.49868  4.90558  0.72310
H  0.84334  6.73334  -1.23272
H  1.02713  5.68277  -2.47372
H  2.46120  5.93311  -1.47812
H  -0.19781  4.85217  -0.34067
H  1.07248  2.50107  -0.30132
H  2.21719  3.19396  -1.27985
H  0.32434  1.01519  -2.16226
H  0.90431  1.88791  -3.55052
H  -0.88198  1.73713  -3.24072
H  2.48736  5.07600  0.60663
H  1.16795  5.81929  0.99851
C  4.39866  -4.53918  3.00899
C  4.69102  -3.39325  2.06879
C  4.16267  -3.56069  0.62370
O  4.89616  -4.64780  0.04438
C  4.10847  -5.55133  -0.77048
N  4.03295  -2.23313  2.61450
H  4.91294  -4.48955  3.96876
H  4.68130  -5.49750  2.57330
H  3.32129  -4.62659  3.14952
H  5.73722  -3.09924  2.15319
H  4.31884  -2.74532  -0.08261
H  3.08039  -3.68944  0.63712
H  4.85681  -6.18983  -1.23995
H  3.69152  -5.14753  -1.69309
H  3.35635  -6.13503  -0.23972
H  4.22902  -1.45901  1.99611
H  4.39627  -1.95343  3.51442
C  -4.16276  5.22909  1.27691
C  -3.61854  4.66282  -0.09250
C  -4.09148  3.25523  -0.41435
O  -3.49331  2.31962  0.51382
C  -3.90995  0.97865  0.23680
N  -4.15531  5.68055  -1.02652
H  -5.25128  5.26334  1.32209
H  -3.76677  6.16708  1.66610
H  -3.92445  4.50560  2.05657
H  -2.53892  4.71086  -0.23469
H  -4.00170  2.85333  -1.42357
H  -5.14898  3.13387  -0.17966
H  -4.95059  0.74690  0.46365
H  -3.35665  0.16176  0.70010
H  -3.76011  0.75977  -0.82043
H  -3.37504  5.70232  -1.66747
H  -4.12167  6.63959  -0.71154

Forces on atoms 1 to 2 (eV/Å):
-0.6765 -0.2507 0.2434
-0.0032 -0.1461 0.3123

=====

(4)
Formula: C5H8I2O
Source: the Open Molecules 2025 dataset
Level of theory: ωB97M-V/def2-TZVPD

Calculated total energy (eV): -23561.709
LUMO energy (eV): -0.1
Orbital gap (eV): 9.0
ΔE to the lowest compared entry with this formula, charge and spin (eV): 0.521
HOMO (eV): -9.1
Molecular weight (g/mol): 337.93

Element x y z (Å)
C  1.68791  -1.16453  0.01294
C  1.15069  0.04544  -0.02907
C  -1.18695  -0.81565  -0.86343
C  -0.83656  0.75473  1.18211
C  -0.28519  0.30961  -0.25229
O  -0.41477  1.43509  -1.12559
I  3.88263  -1.55597  0.03943
I  2.31772  1.75502  0.09117
H  1.06352  -2.07429  -0.04402
H  -2.29571  -0.62057  -0.82632
H  -0.83404  -1.82309  -0.34295
H  -0.92733  -0.96624  -1.86019
H  -1.63366  1.39908  1.09014
H  -0.06074  1.27614  1.66102
H  -1.08561  -0.16408  1.72518
H  -0.54193  2.20931  -0.45814

Forces on atoms 1 to 2 (eV/Å):
1.1961 -0.6391 -0.0878
1.3771 -1.2328 -0.7092